No. 1
The following is a DFT calculation (wB97M-V/def2-TZVPD) of the ion C5H12NS with charge +1.

The geometry in XYZ format:
```
19
Properties=species:S:1:pos:R:3:mulliken_spin:R:1
C -1.31 0.85 0.44 0.879
C 0.17 0.28 0.46 0.647
C 0.28 -1.25 -1.42 0.048
C 0.67 1.12 -1.80 0.029
C 0.14 0.14 3.24 0.000
N 0.79 0.01 -0.84 0.016
S 1.16 -0.17 1.79 0.315
H -1.78 1.05 1.38 0.029
H -1.78 1.05 -0.49 0.033
H -0.79 -1.17 -1.58 0.002
H 0.77 -1.45 -2.37 0.002
H 0.47 -2.08 -0.73 -0.012
H 1.33 0.94 -2.65 0.005
H -0.35 1.20 -2.16 -0.004
H 0.95 2.06 -1.33 -0.006
H -0.09 1.20 3.30 0.010
H 0.74 -0.16 4.10 0.000
H -0.76 -0.46 3.17 0.007
H 1.78 -0.13 -0.63 -0.001
```

Properties
Spin multiplicity = 3
Energy relative to the best compared isomer or geometry (same formula, charge and spin) = 0.079 eV
HOMO-LUMO gap (spin up / spin down) = 7.48 / 8.82 eV
Net charge = +1


No. 2
The following is a DFT calculation (wB97M-V/def2-TZVPD) of a structure of composition C28H40N7SSi2Ti.

The geometry in XYZ format:
```
79
Properties=species:S:1:pos:R:3:mulliken_spin:R:1
Ti -0.13 -0.11 -0.49 1.080
N 1.61 -4.31 -0.42 0.020
C 1.08 -3.04 -0.22 0.100
S 0.12 -2.36 -1.51 -0.003
N 1.30 -2.50 0.94 -0.050
N 0.70 -1.26 1.08 0.219
C 0.63 -0.79 2.34 0.134
C 1.34 -1.41 3.47 -0.026
C 0.67 -1.78 4.64 0.035
C 1.36 -2.34 5.71 -0.005
C 2.73 -2.54 5.63 0.016
C 3.41 -2.19 4.47 -0.008
C 2.72 -1.63 3.40 0.011
C -0.11 0.41 2.50 0.105
C -0.22 1.14 3.71 0.045
C -0.95 2.29 3.74 0.038
C -1.59 2.75 2.57 0.142
C -1.43 2.02 1.43 0.007
N -0.71 0.89 1.36 0.016
H 1.80 -4.50 -1.39 0.002
H 2.38 -4.51 0.20 -0.001
H -0.40 -1.63 4.69 0.006
H 0.82 -2.62 6.60 -0.001
H 3.26 -2.98 6.47 0.002
H 4.48 -2.34 4.40 0.000
H 3.25 -1.36 2.50 0.007
H 0.31 0.80 4.59 0.018
H -1.02 2.86 4.66 0.004
H -2.18 3.66 2.56 0.013
H -1.88 2.33 0.49 -0.006
C 2.49 1.99 1.50 -0.009
Si 2.12 1.27 -0.23 -0.064
C 3.72 0.28 -0.57 0.002
C 2.21 2.80 -1.39 0.010
C 3.01 3.91 -1.16 0.005
C 3.01 5.00 -2.02 0.000
C 2.20 4.98 -3.15 0.000
C 1.40 3.87 -3.40 0.002
C 1.39 2.77 -2.54 -0.014
Si 0.38 1.16 -2.79 0.059
C 1.52 0.13 -3.93 0.002
C -0.98 1.66 -4.07 -0.003
H 3.45 2.54 1.48 0.000
H 2.59 1.20 2.25 -0.003
H 1.72 2.68 1.84 0.000
H 4.61 0.89 -0.36 -0.001
H 3.79 -0.05 -1.61 0.003
H 3.76 -0.61 0.06 0.002
H 3.65 3.95 -0.28 0.000
H 3.63 5.86 -1.82 0.000
H 2.18 5.82 -3.83 0.000
H 0.78 3.86 -4.29 0.000
H 1.83 0.71 -4.80 -0.001
H 0.99 -0.76 -4.28 0.002
H 2.41 -0.21 -3.41 0.002
H -0.54 2.26 -4.88 0.001
H -1.80 2.25 -3.64 -0.001
H -1.40 0.77 -4.54 0.001
C -2.60 -1.91 1.14 0.052
N -3.23 -2.09 -0.16 -0.004
C -3.35 -3.48 -0.57 0.004
C -3.18 -1.09 -1.09 0.032
N -2.34 -0.11 -1.01 -0.007
N -4.11 -1.22 -2.11 0.000
C -3.94 -0.40 -3.30 -0.001
C -5.48 -1.57 -1.82 0.003
H -3.16 -2.49 1.88 0.004
H -2.60 -0.86 1.41 -0.001
H -1.56 -2.26 1.13 -0.017
H -2.37 -3.96 -0.48 0.000
H -3.67 -3.54 -1.60 -0.001
H -4.06 -4.00 0.07 0.000
H -2.57 0.63 -1.66 0.020
H -4.32 0.62 -3.17 0.000
H -4.48 -0.87 -4.12 0.000
H -2.88 -0.35 -3.56 0.004
H -5.54 -2.00 -0.82 0.000
H -5.86 -2.30 -2.54 0.000
H -6.13 -0.68 -1.85 0.000
```

Properties
Spin multiplicity = 3
Energy relative to the best compared isomer or geometry (same formula, charge and spin) = 0.233 eV
HOMO-LUMO gap (spin up / spin down) = 5.02 / 5.61 eV
Net charge = -1


No. 3
The following is a DFT calculation (wB97M-V/def2-TZVPD) of a structure of composition C65H61N12O4RbTe.

The geometry in XYZ format:
```
144
Properties=species:S:1:pos:R:3:lowdin_charge:R:1
Rb -0.42 -0.35 -1.62 0.690
N -1.27 1.67 2.62 0.149
C -1.23 0.86 1.54 -0.182
N -1.12 -0.43 1.58 0.125
C -1.11 -1.06 2.82 -0.315
N -1.05 -2.34 2.93 0.010
N -0.92 -3.04 1.78 -0.013
C -2.00 -3.34 1.20 -0.090
C -2.03 -4.15 -0.04 -0.247
C -3.26 -4.47 -0.60 -0.040
C -3.29 -5.16 -1.80 -0.100
C -2.10 -5.52 -2.40 -0.065
C -0.92 -5.17 -1.75 -0.143
N -0.87 -4.50 -0.61 0.134
C -1.18 -0.23 4.05 -0.081
C -1.17 -0.78 5.33 -0.027
C -1.23 0.04 6.44 -0.098
C -1.30 1.43 6.28 -0.094
C -1.31 1.99 5.02 -0.019
C -1.25 1.15 3.90 -0.188
H -1.45 2.65 2.46 0.153
H -1.35 1.38 0.59 0.062
H -2.96 -2.99 1.58 0.131
H -4.17 -4.17 -0.11 0.101
H -4.24 -5.39 -2.27 0.092
H -2.07 -6.02 -3.35 0.097
H 0.04 -5.44 -2.18 0.103
H -1.12 -1.85 5.42 0.105
H -1.23 -0.39 7.43 0.091
H -1.35 2.07 7.15 0.101
H -1.39 3.06 4.89 0.117
C -6.15 -3.01 -0.96 -0.075
C -5.90 -3.68 -2.16 -0.105
C -4.77 -3.41 -2.91 -0.085
C -3.84 -2.46 -2.45 -0.279
C -4.10 -1.79 -1.25 -0.019
C -5.24 -2.05 -0.52 -0.065
N -2.67 -2.12 -3.12 0.105
N -2.63 -2.52 -4.33 0.085
C -1.47 -2.20 -5.02 -0.329
C -1.52 -2.37 -6.42 -0.021
C -0.43 -2.03 -7.18 -0.080
C 0.71 -1.53 -6.55 -0.057
C 0.68 -1.41 -5.17 -0.130
N -0.37 -1.74 -4.41 0.087
H -7.04 -3.22 -0.39 0.104
H -6.61 -4.43 -2.51 0.104
H -4.58 -3.92 -3.84 0.109
H -3.42 -1.02 -0.89 0.080
H -5.43 -1.48 0.38 0.106
H -2.43 -2.75 -6.85 0.104
H -0.46 -2.14 -8.26 0.101
H 1.59 -1.23 -7.10 0.100
H 1.54 -1.03 -4.63 0.118
C 6.95 2.94 -1.75 -0.080
C 5.57 2.35 -1.68 -0.291
C 4.48 2.94 -2.31 -0.015
C 3.20 2.41 -2.24 -0.085
C 2.14 2.95 -3.11 -0.320
O 1.28 2.27 -3.65 0.066
C 2.12 4.43 -3.39 -0.158
C 1.78 4.87 -4.66 -0.023
C 1.70 6.22 -4.95 -0.091
C 1.95 7.15 -3.95 -0.105
C 2.28 6.72 -2.67 -0.084
C 2.38 5.37 -2.40 -0.034
C 2.91 1.26 -1.41 -0.350
O 1.74 0.91 -1.18 -0.239
C 4.07 0.58 -0.85 -0.061
C 5.32 1.16 -0.99 -0.004
C 3.94 -0.73 -0.17 -0.207
N 2.81 -1.31 0.00 0.112
C 2.71 -2.59 0.68 -0.321
C 2.23 -2.31 2.09 -0.470
Te 1.70 -4.10 3.11 1.293
C 3.60 -4.35 4.00 -0.574
C 4.45 -5.37 3.58 -0.155
C 5.70 -5.54 4.17 -0.108
C 6.11 -4.69 5.19 -0.116
C 5.27 -3.67 5.61 -0.107
C 4.02 -3.50 5.02 -0.155
C 5.23 -1.37 0.29 -0.209
C 5.69 -1.19 1.59 -0.032
C 6.85 -1.82 2.02 -0.084
C 7.56 -2.64 1.15 -0.106
C 7.11 -2.81 -0.15 -0.091
C 5.95 -2.18 -0.57 -0.037
H 6.98 3.78 -2.44 0.064
H 7.69 2.20 -2.10 0.066
H 7.30 3.30 -0.78 0.067
H 4.65 3.83 -2.92 0.116
H 1.54 4.12 -5.42 0.114
H 1.44 6.55 -5.94 0.093
H 1.89 8.21 -4.16 0.091
H 2.46 7.45 -1.88 0.097
H 2.63 5.02 -1.40 0.124
H 6.18 0.66 -0.55 0.112
H 3.62 -3.19 0.70 0.101
H 1.94 -3.16 0.18 0.087
H 1.36 -1.67 2.09 0.024
H 3.01 -1.84 2.70 0.042
H 4.15 -6.03 2.77 0.082
H 6.35 -6.34 3.83 0.093
H 7.08 -4.83 5.65 0.091
H 5.58 -3.00 6.40 0.095
H 3.37 -2.71 5.35 0.092
H 5.13 -0.55 2.27 0.121
H 7.19 -1.69 3.04 0.097
H 8.46 -3.14 1.49 0.091
H 7.66 -3.45 -0.83 0.094
H 5.59 -2.32 -1.59 0.122
O -4.71 3.56 5.85 -0.089
C -5.20 2.25 5.64 -0.300
N -5.03 1.77 4.31 0.056
C -5.51 2.57 3.27 -0.472
O -6.24 3.53 3.60 -0.049
C -5.17 2.23 1.93 -0.187
C -5.70 2.96 0.81 -0.084
C -5.25 2.71 -0.43 -0.082
C -4.02 1.83 -0.58 -0.479
N -4.00 0.75 0.41 0.045
C -4.44 1.06 1.58 -0.189
H -5.17 4.07 5.16 0.057
H -6.26 2.21 5.90 0.109
H -4.64 1.59 6.31 0.108
H -4.16 1.29 4.12 0.091
H -6.53 3.63 0.99 0.094
H -5.73 3.12 -1.31 0.075
H -4.05 1.34 -1.57 0.095
H -4.33 0.27 2.33 0.101
C -2.95 3.37 -2.82 -0.064
C -2.49 3.63 -1.38 -0.688
C -3.12 4.95 -0.88 -0.075
C -0.97 3.83 -1.39 -0.073
N -2.75 2.52 -0.48 -0.023
H -2.70 4.22 -3.46 0.068
H -4.03 3.22 -2.88 0.056
H -2.46 2.48 -3.23 0.072
H -2.70 5.79 -1.45 0.057
H -2.89 5.09 0.18 0.070
H -4.20 4.95 -0.98 0.052
H -0.68 4.68 -2.02 0.069
H -0.46 2.94 -1.76 0.049
H -0.63 4.01 -0.37 0.074
```

Properties
Energy relative to the best compared isomer or geometry (same formula, charge and spin) = 0.404 eV
HOMO-LUMO gap (spin up / spin down) = 2.68 / 2.69 eV
Net charge = -2


No. 4
The following is a DFT calculation (wB97M-V/def2-TZVPD) of a structure of composition C2H2O3S.

The geometry in XYZ format:
```
8
Properties=species:S:1:pos:R:3:lowdin_charge:R:1
C 1.12 -1.36 -0.02 -0.213
C -1.10 0.19 -0.21 -0.073
O -0.17 0.89 -0.84 -0.305
O 1.77 0.91 1.09 -0.482
O -0.10 -1.42 0.02 -0.134
S 1.64 0.48 -0.29 0.982
H -2.02 0.05 -0.68 0.086
H -1.14 0.27 0.93 0.138
```

Properties
Energy relative to the best compared isomer or geometry (same formula, charge and spin) = 5.057 eV
HOMO-LUMO gap = 8.25 eV


No. 5
The following is a DFT calculation (wB97M-V/def2-TZVPD) of a structure of composition C24H76AsF6N6O11.

The geometry in XYZ format:
```
124
Properties=species:S:1:pos:R:3:lowdin_charge:R:1
As -1.46 -0.27 -0.87 0.894
F -2.47 -1.62 -1.51 -0.303
F -2.12 -0.46 0.78 -0.305
F -0.56 1.16 -0.25 -0.311
F -0.81 0.09 -2.51 -0.304
F -2.87 0.79 -1.15 -0.300
F -0.16 -1.50 -0.64 -0.314
O -5.80 -1.73 -2.92 -0.054
H -6.45 -1.66 -2.21 0.020
H -4.97 -1.88 -2.47 0.013
O -2.83 -1.15 -5.36 -0.046
H -2.12 -0.58 -5.04 0.015
H -2.37 -1.88 -5.79 0.023
O 1.16 -3.68 -3.44 -0.058
H 0.84 -3.20 -2.68 0.017
H 2.06 -3.38 -3.56 0.007
O 1.14 0.92 -5.70 -0.056
H 2.00 1.35 -5.74 0.022
H 1.11 0.56 -4.81 0.024
O -5.67 1.61 -4.49 -0.053
H -6.45 2.13 -4.28 0.018
H -4.97 2.26 -4.57 -0.006
C -5.16 1.77 3.96 -0.081
C -5.88 2.86 3.21 -0.491
C -5.00 4.13 3.19 -0.225
O -4.65 4.70 4.44 -0.190
C -3.53 5.64 4.28 -0.075
N -6.26 2.39 1.93 0.056
H -4.99 2.09 4.99 0.073
H -4.12 1.59 3.69 0.077
H -5.64 0.80 3.83 0.081
H -6.77 2.98 3.83 0.138
H -5.64 4.84 2.65 0.117
H -4.12 3.82 2.63 0.124
H -3.26 6.09 5.23 0.082
H -3.88 6.33 3.51 0.078
H -2.64 5.16 3.87 0.079
H -6.97 3.02 1.59 0.073
H -5.41 2.46 1.37 0.085
C -1.63 5.29 -4.18 -0.079
C -3.03 4.75 -3.94 -0.404
C -3.91 5.79 -3.34 -0.238
O -5.18 5.28 -3.00 -0.160
C -6.03 6.22 -2.43 -0.138
N -3.52 4.36 -5.30 0.039
H -1.59 6.24 -4.71 0.079
H -0.94 4.61 -4.68 0.077
H -1.11 5.43 -3.23 0.073
H -3.10 3.91 -3.25 0.151
H -3.96 6.70 -3.93 0.129
H -3.41 6.03 -2.40 0.127
H -6.86 5.73 -1.92 0.085
H -6.47 6.94 -3.12 0.085
H -5.58 6.75 -1.59 0.081
H -3.68 5.12 -5.95 0.067
H -2.80 3.79 -5.72 0.065
C -3.78 -6.35 3.70 -0.071
C -2.92 -5.21 3.13 -0.453
C -2.60 -5.34 1.64 -0.220
O -1.95 -6.54 1.39 -0.194
C -1.05 -6.52 0.26 -0.078
N -3.56 -3.94 3.37 0.030
H -4.73 -6.36 3.17 0.076
H -4.01 -6.32 4.76 0.067
H -3.33 -7.34 3.58 0.070
H -2.02 -5.23 3.76 0.126
H -2.09 -4.44 1.29 0.129
H -3.57 -5.48 1.17 0.132
H -0.33 -5.71 0.36 0.081
H -1.53 -6.33 -0.70 0.085
H -0.63 -7.53 0.25 0.084
H -3.47 -3.73 4.36 0.069
H -3.00 -3.20 2.97 0.068
C 3.47 1.74 4.73 -0.072
C 2.63 2.41 3.62 -0.407
C 3.50 3.18 2.54 -0.145
O 4.36 4.11 3.30 -0.206
C 4.76 5.26 2.57 -0.128
N 1.90 1.29 3.04 0.017
H 2.83 1.06 5.29 0.068
H 4.04 2.41 5.38 0.065
H 4.27 1.12 4.33 0.071
H 1.91 3.17 3.94 0.125
H 2.91 3.65 1.75 0.114
H 4.10 2.46 1.99 0.115
H 3.93 5.88 2.24 0.080
H 5.48 5.05 1.78 0.086
H 5.13 5.91 3.36 0.082
H 1.45 1.61 2.20 0.062
H 1.10 0.94 3.55 0.074
C 5.59 -2.55 -5.27 -0.068
C 5.94 -2.35 -3.81 -0.434
C 7.25 -1.63 -3.47 -0.204
O 7.19 -0.36 -4.08 -0.198
C 8.43 0.22 -4.37 -0.117
N 4.78 -1.78 -3.12 0.053
H 6.41 -2.95 -5.86 0.072
H 5.25 -1.70 -5.86 0.078
H 4.83 -3.33 -5.29 0.075
H 6.06 -3.37 -3.42 0.130
H 8.12 -2.17 -3.85 0.115
H 7.39 -1.51 -2.40 0.125
H 8.30 1.07 -5.03 0.090
H 9.08 -0.51 -4.84 0.082
H 8.90 0.52 -3.43 0.086
H 4.98 -0.81 -3.32 0.062
H 4.82 -1.81 -2.11 0.069
C 5.43 -4.00 2.61 -0.059
C 4.01 -3.86 2.12 -0.429
C 2.89 -3.80 3.24 -0.177
O 3.06 -4.73 4.30 -0.186
C 3.00 -6.09 4.04 -0.144
N 3.79 -2.61 1.41 0.032
H 5.62 -4.85 3.27 0.075
H 5.74 -3.05 3.05 0.075
H 6.18 -4.03 1.81 0.073
H 3.78 -4.72 1.50 0.126
H 1.88 -3.68 2.84 0.121
H 2.98 -2.86 3.78 0.119
H 2.03 -6.39 3.65 0.080
H 3.05 -6.69 4.95 0.088
H 3.65 -6.49 3.26 0.079
H 4.12 -1.92 2.08 0.060
H 2.81 -2.38 1.29 0.069
```

Properties
HOMO-LUMO gap = 9.26 eV
Net charge = -1


No. 6
The following is a DFT calculation (wB97M-V/def2-TZVPD) of a structure of composition C7H7FO15Zn.

The geometry in XYZ format:
```
31
Properties=species:S:1:pos:R:3:lowdin_charge:R:1
Zn -0.03 -0.93 -0.57 0.758
O -0.85 -2.93 -0.66 -0.011
C -2.11 -3.45 -0.22 -0.793
O -3.13 -2.96 -0.67 0.019
O -1.97 -4.43 0.56 -0.100
H -0.36 -3.69 -0.31 0.091
O -3.29 1.24 1.02 0.017
C -2.78 0.53 -0.08 -0.748
O -1.64 0.02 0.25 -0.103
O -3.37 0.48 -1.12 0.080
H -2.53 1.04 1.59 0.071
O 2.78 -2.97 1.25 0.078
C 1.93 -2.11 0.61 -0.798
O 1.04 -1.54 1.29 -0.041
O 1.98 -1.92 -0.62 -0.007
H 2.28 -3.12 2.07 0.104
O 0.01 -0.43 -4.73 0.031
C -0.67 -0.90 -3.63 -0.764
O -0.10 -0.58 -2.52 -0.088
O -1.72 -1.48 -3.81 0.059
H 0.74 0.09 -4.36 0.078
C 1.83 2.94 2.32 -0.071
C 1.14 3.94 1.39 -0.317
O 1.03 3.20 0.21 0.157
C 0.98 1.89 0.55 -0.482
O 0.92 0.99 -0.21 0.198
O 1.16 1.76 1.90 0.085
F 1.94 5.02 1.16 0.051
H 1.71 3.23 3.36 0.133
H 2.90 2.84 2.14 0.141
H 0.20 4.25 1.85 0.172
```

Properties
Energy relative to the best compared isomer or geometry (same formula, charge and spin) = 0.000 eV
HOMO-LUMO gap = 5.77 eV
Net charge = -2


No. 7
The following is a DFT calculation (wB97M-V/def2-TZVPD) of an isolated molecule of C22H25N3O5S.

The geometry in XYZ format:
```
56
Properties=species:S:1:pos:R:3:lowdin_charge:R:1
C -3.83 -1.98 2.02 -0.065
O -2.63 -2.74 1.97 -0.058
C -1.75 -2.67 0.95 -0.246
C -0.58 -3.40 1.22 0.016
C 0.48 -3.43 0.34 -0.007
C 0.40 -2.75 -0.87 -0.197
C 1.59 -2.66 -1.78 -0.056
N 2.56 -1.72 -1.23 0.053
C 3.78 -2.11 -0.71 -0.358
O 4.21 -3.24 -0.70 0.132
C 4.40 -0.87 -0.18 -0.054
C 5.61 -0.62 0.43 0.027
C 5.85 0.70 0.81 -0.034
C 4.88 1.67 0.56 -0.112
N 3.72 1.43 -0.03 0.155
C 3.50 0.18 -0.39 -0.134
C 2.29 -0.37 -1.07 -0.323
O 1.29 0.19 -1.42 0.145
C -0.76 -2.06 -1.15 -0.031
C -1.83 -2.00 -0.27 -0.161
S -3.15 -0.96 -0.92 0.679
O -2.79 -0.59 -2.26 -0.288
O -4.46 -1.53 -0.74 -0.300
N -3.05 0.35 0.12 -0.101
C -1.87 1.18 0.01 -0.345
C -1.16 1.22 1.37 -0.137
C 0.12 2.05 1.28 -0.194
C -0.19 3.46 0.81 -0.194
C -0.88 3.40 -0.55 -0.166
C -2.18 2.60 -0.49 -0.331
C -2.85 2.57 -1.86 -0.059
H -4.27 -2.24 2.98 0.098
H -3.61 -0.91 1.98 0.076
H -4.51 -2.24 1.21 0.075
H -0.54 -3.92 2.16 0.123
H 1.37 -3.99 0.60 0.122
H 1.29 -2.31 -2.77 0.139
H 2.11 -3.62 -1.87 0.133
H 6.33 -1.40 0.60 0.126
H 6.77 0.97 1.29 0.107
H 5.04 2.70 0.85 0.111
H -0.86 -1.52 -2.08 0.111
H -3.92 0.86 0.17 0.121
H -1.20 0.70 -0.72 0.129
H -0.94 0.20 1.68 0.112
H -1.84 1.66 2.10 0.122
H 0.81 1.58 0.58 0.084
H 0.60 2.08 2.26 0.111
H 0.73 4.04 0.73 0.108
H -0.84 3.96 1.53 0.113
H -0.21 2.93 -1.27 0.124
H -1.10 4.41 -0.90 0.116
H -2.86 3.07 0.23 0.148
H -3.79 2.03 -1.84 0.069
H -2.21 2.07 -2.58 0.085
H -3.05 3.58 -2.21 0.080
```

Properties
Energy relative to the best compared isomer or geometry (same formula, charge and spin) = 2.318 eV
HOMO-LUMO gap = 7.87 eV


no.,molecular weight (g/mol)
1,118.22
2,610.78
3,1287.35
4,106.10
5,813.81
6,415.51
7,443.52